[1]
Entry from the Open Molecules 2025 dataset: C3H6N2 in the gas phase in a non-equilibrium geometry (the ωB97M-V functional and the def2-TZVPD basis).

The geometry in XYZ format:
```
11
Properties=species:S:1:pos:R:3:forces:R:3
C 1.1118 -0.2861 0.5999 0.090 -0.180 -1.580
C -0.3827 0.0682 0.2728 1.352 1.647 1.702
N -0.8095 -0.9560 -0.5708 1.915 -0.290 -1.970
C -0.6343 1.4735 -0.3619 0.906 -1.976 1.392
N -0.7200 2.4517 -0.9502 -0.210 0.451 -0.228
H 1.7946 0.0215 -0.2832 -0.957 -0.683 1.476
H 1.0514 -1.4432 0.6986 0.538 2.171 0.050
H 1.4253 0.2363 1.5082 0.194 -0.296 -0.196
H -0.8093 -0.0209 1.2566 -0.909 0.473 0.236
H -1.7601 -0.9099 -0.7730 -1.953 0.149 -0.617
H -0.2672 -0.6351 -1.3969 -0.965 -1.466 -0.267
```
Forces are in eV/Å.

Results
**E_tot**: -227.37873 a.u.
**Frontier orbital gap**: 11.5 eV
**ΔE to the lowest compared entry with this formula, charge and spin**: 28.9 kcal per mole
**2S+1**: 1
**HOMO energy**: -10.57 eV
**F_max**: 2.76 eV/Å

---

[2]
Entry from the Open Molecules 2025 dataset: a molecular structure, C3H4O3 in a non-equilibrium geometry (the ωB97M-V functional and the def2-TZVPD basis).

The geometry in XYZ format:
```
10
Properties=species:S:1:pos:R:3:forces:R:3
O 1.0915 1.8466 -0.5262 -0.560 -0.116 0.466
C 1.0198 0.9805 0.2600 0.544 -0.928 -1.838
C 0.3159 -1.1933 -0.3947 0.838 1.314 0.237
O -0.9428 -0.6739 -0.6331 -1.421 -0.464 -0.456
C -1.3695 0.3056 0.0644 1.001 0.070 0.304
O -0.6275 0.7729 0.9715 0.069 0.279 -0.183
H 1.8011 0.6369 0.9237 -0.329 -0.120 0.898
H 0.4399 -2.0748 -1.0147 0.227 0.341 -0.198
H 0.5480 -1.3358 0.6401 -0.284 -0.299 0.648
H -2.3098 0.7451 -0.2488 -0.084 -0.076 0.122
```
Forces are in eV/Å.

Results
**E_tot**: -342.28564 a.u.
**Frontier orbital gap (alpha / beta)**: 8.4 / 8.4 eV
**ΔE to the lowest compared entry with this formula, charge and spin**: 106.9 kcal per mole
**2S+1**: 1
**HOMO energy (alpha / beta)**: -7.78 / -7.78 eV
**F_max**: 2.13 eV/Å

---

[3]
Entry from the Open Molecules 2025 dataset: a gas-phase ion, C7H14NO (charge +1) in a non-equilibrium geometry (the ωB97M-V functional and the def2-TZVPD basis).

The geometry in XYZ format:
```
23
Properties=species:S:1:pos:R:3:forces:R:3
C 2.1352 1.2132 -1.3167 -0.574 -3.552 -0.975
C 0.8567 0.9281 -0.5569 0.347 0.528 -0.930
C 0.1566 1.8864 0.0428 -0.335 -1.328 -0.001
O -0.6887 1.3952 0.9858 -1.037 0.339 0.424
C -0.9101 0.0491 0.8633 1.057 -3.100 -0.717
C -2.0961 -0.3431 0.0099 1.206 1.119 -0.155
C -0.8125 -0.6604 2.2507 -0.156 2.356 -1.778
N 0.4521 -0.4225 -0.0343 2.720 1.033 0.355
C 0.4708 -1.4902 -1.0973 -1.167 1.431 -1.648
H 2.3533 0.7890 -2.3469 -1.226 0.231 0.881
H 2.8983 0.6603 -0.7611 0.633 1.146 0.369
H 2.1266 2.2441 -1.4530 0.967 1.831 0.307
H 0.1012 2.9558 -0.0373 0.502 0.132 -0.208
H -2.4031 -1.3416 0.1519 -0.393 -1.069 0.488
H -1.9938 -0.1884 -1.0583 0.147 0.409 -0.081
H -2.7755 0.3700 0.3818 -1.686 0.494 0.221
H -0.4105 0.1791 2.7926 0.633 -0.425 1.064
H -0.1968 -1.5150 2.1474 0.634 -0.797 0.347
H -1.7656 -0.9006 2.6616 -0.761 -0.268 0.084
H 1.2712 -0.7302 0.5257 -0.797 0.534 0.639
H -0.4995 -1.2652 -1.5328 0.120 -0.837 -0.805
H 1.2610 -1.3214 -1.9238 -1.057 -0.152 1.818
H 0.4690 -2.4917 -0.6950 0.223 -0.053 0.301
```
Forces are in eV/Å.

Results
**E_tot**: -404.79211 a.u.
**Frontier orbital gap**: 10.5 eV
**ΔE to the lowest compared entry with this formula, charge and spin**: 66.1 kcal per mole
**Net charge**: +1
**2S+1**: 1
**HOMO energy**: -13.39 eV
**F_max**: 3.73 eV/Å

---

[4]
Entry from the Open Molecules 2025 dataset: C2H3NS in the gas phase in a non-equilibrium geometry (the ωB97M-V functional and the def2-TZVPD basis).

The geometry in XYZ format:
```
7
Properties=species:S:1:pos:R:3:forces:R:3
C 0.3303 -0.6376 0.3404 0.875 2.447 -0.515
C 1.3179 -0.2276 -0.3920 0.800 -3.196 0.895
N -0.6230 0.4151 0.3778 -3.039 1.681 -1.422
S -2.1865 0.0217 -0.1170 0.134 -0.190 0.525
H 0.1618 -1.4441 0.9920 -0.088 -0.985 0.471
H 1.4500 0.5563 -1.0294 0.598 1.953 -1.478
H -0.4505 1.3162 -0.1719 0.720 -1.711 1.524
```
Forces are in eV/Å.

Results
**E_tot**: -530.77240 a.u.
**Frontier orbital gap (alpha / beta)**: 7.6 / 8.1 eV
**ΔE to the lowest compared entry with this formula, charge and spin**: 101.8 kcal per mole
**2S+1**: 1
**HOMO energy (alpha / beta)**: -8.94 / -8.73 eV
**F_max**: 3.75 eV/Å